2 unconnected molecules or ions with the total composition C2H4BrCl in a non-equilibrium geometry, computed with ωB97M-V/def2-TZVPD.

Geometry (Å):
C 0.813 -0.831 0.084
C -0.647 0.747 0.028
Cl -2.051 -0.071 0.575
Br -0.603 1.355 -1.778
H 1.729 -0.185 -0.044
H 0.643 -1.051 1.136
H 0.446 -1.379 -0.783
H -0.330 1.414 0.782

Output
Gap between HOMO and LUMO: 9.7 eV
Net charge: 0
HOMO level: -9.03 eV
Energy relative to the best compared isomer or geometry (same formula, charge and spin): 2.533 eV
DFT total energy: -84701.4364 eV